# 1
# C21H30BF6NO5

A 3-piece molecular cluster, C21H30BF6NO5 overall at a distorted geometry (ωB97M-V with the def2-TZVPD basis set, the Open Molecules 2025 dataset).

## Properties
- F_max (eV Å⁻¹) = 2.96
- frontier orbital gap (eV) = 9.2
- 2S+1 = 1
- LUMO energy (eV) = 0.45
- SMILES string = CC(C)=NBC[C@H](C)OCc1ccccc1.CCOC(=O)C(F)(F)F.CCOC(=O)C(F)(F)F

Geometry as XYZ:
```
64
Properties=species:S:1:pos:R:3:forces:R:3:mulliken_charge:R:1
C -3.496063 -1.734148 1.737459 1.20 0.29 -0.41 -1.1890
C -2.127653 -1.581198 0.950082 -1.02 -0.26 0.43 0.7626
C -1.097356 -2.746399 1.119908 -0.44 -0.56 0.89 -1.1881
N -1.979842 -0.536971 0.218852 1.72 -0.69 0.73 -0.4979
B -0.610179 -0.384502 -0.300186 -0.12 0.31 -0.46 0.5020
C 0.373469 0.837612 -0.003267 -0.23 0.22 0.64 -0.6607
C 0.000172 1.671904 1.307028 0.44 1.31 -1.87 1.0095
C -0.173481 3.232290 0.970113 -0.02 -0.57 0.43 -1.4006
O 1.073271 1.572204 2.254866 -1.57 -0.77 0.57 -0.3917
C 0.673544 1.045910 3.514984 1.38 -0.30 1.58 -0.8187
C 1.378120 -0.340640 3.812917 0.10 -0.75 -0.38 0.7002
C 1.002269 -1.150153 4.976457 1.52 -0.94 -1.01 -0.6078
C 1.698961 -2.413469 5.259405 0.90 1.63 -2.30 -0.5508
C 2.766580 -2.805790 4.330296 -0.66 1.21 -0.44 -0.4643
C 3.113337 -2.009610 3.146012 -1.58 0.48 1.60 -0.3347
C 2.413802 -0.757951 2.876831 -0.12 -1.92 1.87 -0.0144
H -3.343878 -2.304168 2.694813 -0.29 0.42 -1.05 0.4287
H -3.823944 -0.691788 1.976854 0.00 -1.01 -0.29 0.2910
H -4.215053 -2.245955 1.047785 0.41 0.36 0.81 0.2489
H -0.872100 -3.291490 0.161062 -0.10 0.94 0.75 0.2848
H -0.147516 -2.437399 1.647047 -0.86 -0.12 -0.78 0.2380
H -1.559842 -3.524743 1.794978 0.46 0.81 -0.66 0.3664
H -0.218291 -1.235557 -1.049002 -0.02 0.03 -0.20 -0.1980
H 0.343104 1.514078 -0.910359 -0.01 -0.69 0.75 0.2964
H 1.441379 0.473286 0.053764 -1.09 0.38 -0.01 -0.1162
H -0.992509 1.304762 1.666793 1.02 0.11 0.24 0.1834
H -1.237725 3.495346 1.204189 0.94 0.13 -0.57 0.2862
H 0.498617 3.863631 1.615344 -0.67 -0.79 -0.49 0.3348
H 0.111211 3.441164 -0.090377 -0.56 -0.06 0.84 0.3410
H -0.430026 1.006481 3.692214 0.78 -0.08 -0.49 0.3921
H 1.088540 1.748842 4.300894 -0.51 -0.59 -0.72 0.3273
H 0.185264 -0.821221 5.664996 0.82 -0.19 -0.77 0.3359
H 1.461953 -3.047908 6.146739 0.16 0.73 -0.94 0.3596
H 3.356948 -3.739534 4.501367 -0.72 0.90 -0.06 0.3349
H 3.919702 -2.362012 2.460566 -0.85 0.35 0.75 0.2420
H 2.701728 -0.180787 1.973693 -0.47 -0.31 0.94 0.2398
C -5.165100 0.785586 -1.676414 -0.25 0.30 0.02 -0.9872
C -4.298393 0.526500 -2.891450 0.15 -0.37 0.67 -0.1126
O -4.814121 1.198078 -4.055741 -0.07 0.47 -0.54 -0.3253
C -4.601310 2.516414 -4.112186 0.44 -0.85 1.00 0.3572
O -4.023892 3.152400 -3.277097 -0.18 0.27 -0.52 -0.5107
C -5.169945 3.095508 -5.408202 -0.66 0.67 -1.23 0.8731
F -6.434717 2.694990 -5.632341 0.29 -0.11 0.32 -0.2471
F -4.445447 2.716039 -6.478105 0.08 -0.13 0.43 -0.2537
F -5.183672 4.434023 -5.403151 0.19 -0.39 0.37 -0.2374
H -6.201163 0.504308 -1.878444 0.08 -0.13 -0.01 0.3486
H -4.802370 0.219529 -0.817884 0.07 -0.02 -0.08 0.1677
H -5.171586 1.843411 -1.409518 0.14 -0.07 0.01 0.3091
H -4.303708 -0.539632 -3.120780 -0.10 0.16 -0.30 0.3453
H -3.259154 0.812357 -2.716420 -0.13 0.20 -0.07 0.2552
C 4.138177 1.166134 -3.124868 0.19 0.10 0.34 -1.0908
C 3.913940 -0.328959 -3.235076 -0.40 0.48 -0.46 -0.1126
O 4.859993 -1.059969 -2.433633 0.26 -0.38 0.54 -0.3364
C 4.630452 -1.061762 -1.118439 -0.77 0.58 -0.95 0.3151
O 3.711246 -0.507595 -0.584002 0.39 -0.36 0.34 -0.4825
C 5.684200 -1.895941 -0.388902 1.18 -0.78 0.76 0.9163
F 6.936767 -1.579310 -0.760550 -0.42 0.20 -0.15 -0.2590
F 5.532229 -3.211388 -0.630582 -0.31 0.34 -0.17 -0.2806
F 5.622677 -1.735275 0.939231 -0.29 0.22 -0.42 -0.2346
H 5.168299 1.417256 -3.385940 -0.08 -0.04 -0.14 0.3290
H 3.460676 1.706665 -3.786347 0.02 -0.08 -0.03 0.3786
H 3.974647 1.519263 -2.105568 -0.12 -0.05 -0.07 0.2668
H 4.072172 -0.645370 -4.266510 0.22 -0.21 0.20 0.3147
H 2.892592 -0.607378 -2.966203 0.14 -0.01 0.22 0.2210
```
Forces are in eV/Å.

---

# 2
# C4H9N3O

A 2-piece molecular cluster, C4H9N3O overall at a distorted geometry (ωB97M-V with the def2-TZVPD basis set, the Open Molecules 2025 dataset).

## Properties
- F_max (eV Å⁻¹) = 7.11
- frontier orbital gap (eV) = 8.1
- 2S+1 = 1
- ΔE to the lowest compared entry with this formula, charge and spin (kcal/mol) = 136.3
- LUMO energy (eV) = -0.19

Geometry as XYZ:
```
17
Properties=species:S:1:pos:R:3:forces:R:3:mulliken_charge:R:1
C 1.446859 -0.565066 -0.376754 -1.79 -2.87 -0.38 -0.5251
C 0.379925 -0.174455 0.731497 0.94 -0.03 -0.02 -0.0040
C -0.086646 1.313323 0.787074 2.37 -2.11 1.20 -0.4646
C -1.754381 0.500487 -0.677881 1.24 2.55 -0.32 0.0161
H 2.070474 0.784453 -1.723848 2.23 -0.83 5.88 0.4098
H 1.894990 -1.623673 -0.042879 -0.69 2.05 -0.59 0.2336
H 1.008866 -0.774653 -1.473517 0.28 0.17 2.76 0.2776
H 0.787171 -0.432954 1.704341 0.80 0.26 0.09 0.3739
H -0.317634 1.459512 1.852013 -1.25 0.02 -0.34 0.2723
H 0.893032 1.923726 0.855052 -1.65 -0.31 -1.60 0.2944
H -2.532713 0.690709 -1.474416 0.79 -0.25 1.00 0.3035
H -2.477289 -1.119941 -0.459547 -0.37 -1.76 0.77 0.2972
H -0.339281 -1.997378 0.635515 -0.17 -0.68 -0.37 0.2802
N -1.114446 1.496298 -0.186217 -0.73 1.30 -0.66 -0.6088
N -1.529203 -0.810502 -0.423804 -0.46 -0.25 -1.28 -0.2242
N -0.738797 -1.081952 0.712249 -1.16 0.31 0.54 -0.3742
O 2.409065 0.412058 -0.438873 -0.38 2.42 -6.68 -0.5577
```
Forces are in eV/Å.